A cluster of 2 separate species, C19H19N3O2 in total in a non-equilibrium geometry. Source: OMol25; level of theory: wB97M-V/def2-TZVPD.

```
43
Properties=species:S:1:pos:R:3:forces:R:3
C 1.47056 -1.66107 0.33592 0.8 2.5 -0.8
C 2.02889 -0.33535 -0.14927 -3.0 -1.9 0.3
C 0.86997 0.70987 -0.75070 -1.2 0.5 -1.0
C -0.56243 0.70490 0.11269 -0.1 2.8 -3.6
C -1.77380 1.66711 -0.42987 2.8 0.0 -1.5
C -1.59146 2.59992 -1.76816 2.4 -1.9 1.4
C -0.16895 2.62716 -2.59080 -0.6 -2.1 3.0
C 1.09666 1.66228 -2.07925 -3.3 0.2 1.4
C 2.55992 1.65796 -2.88510 -0.5 0.8 1.4
C -3.01684 3.38220 -2.01719 0.6 2.0 -2.0
O -3.31371 4.37213 -2.88172 1.5 -6.8 5.8
N -3.91576 2.71549 -0.96509 -0.6 -0.6 -0.4
C -5.12913 1.97363 -1.48121 -2.1 -0.7 0.4
C -4.79498 0.54401 -2.22758 1.1 -0.7 -4.4
C -4.63407 -0.91402 -1.46044 -1.0 0.3 -0.3
N -4.62022 0.50725 -3.61681 -1.0 0.9 6.2
C -3.28430 1.90353 0.16393 0.5 -0.6 2.5
O -3.82773 1.54346 1.33022 3.1 2.2 -7.8
H 0.88042 -2.37567 -0.41587 0.3 2.3 2.0
H 1.55156 -1.98241 1.47061 1.1 0.0 -2.9
H 3.16959 -0.06339 -0.06106 -2.7 0.0 0.6
H -0.73435 0.05636 1.07713 0.6 1.5 -2.2
H -0.06982 3.30778 -3.55999 -0.2 -1.7 2.4
H 2.69961 0.72663 -3.57982 -0.4 1.9 1.4
H 3.40111 1.67426 -2.03853 -1.8 -0.3 -1.9
H 2.68642 2.68688 -3.46050 -0.5 -2.4 1.0
H -5.80806 2.63071 -2.20443 1.9 -1.3 1.5
H -5.81049 1.72546 -0.53695 1.6 0.6 -2.0
H -5.72589 -1.34871 -1.25086 2.3 1.1 -0.4
H -4.11204 -0.83785 -0.41552 -0.8 -0.1 -2.1
H -4.12218 -1.68856 -2.19298 -0.9 1.9 1.6
H -4.78308 1.48530 -3.94378 0.2 -0.7 0.2
N 3.20269 -3.03149 3.08222 0.8 0.1 0.7
C 3.50561 -1.85874 3.68077 -0.3 -0.8 -0.4
C 4.59965 -1.67767 4.51170 0.1 -0.2 0.0
C 5.43370 -2.76530 4.74815 0.0 0.0 0.0
C 5.14689 -3.98680 4.14749 0.0 0.3 0.1
C 4.03173 -4.06887 3.32921 -0.6 0.6 -0.3
H 2.82308 -1.04112 3.46790 0.1 0.0 0.0
H 4.79637 -0.71221 4.96386 0.0 -0.1 0.0
H 6.30014 -2.66202 5.39487 -0.1 0.0 -0.1
H 5.77692 -4.85354 4.31210 -0.1 0.1 0.0
H 3.76779 -4.99951 2.83469 0.0 0.1 0.1
```
Forces are in eV/Å.

Its structure (SMILES) is [H]/N=C(/C)CN1C(=O)c2cc(C)c(C=C)cc2C1=O.c1ccncc1. Its frontier orbital gap is 6.57 eV. Its spin multiplicity is 1. The value obtained for the energy relative to the best compared isomer or geometry (same formula, charge and spin) is 18.6477 eV. The value obtained for the largest force on an atom is 9.09 eV/Å.

The molecule C24H30N2O6. Source: OMol25; level of theory: wB97M-V/def2-TZVPD.

```
62
Properties=species:S:1:pos:R:3:forces:R:3
C -0.71374 3.03927 3.12911 0.0 0.1 -0.4
C -1.41288 3.18292 1.78118 -0.2 -0.1 0.4
O -0.50134 3.31971 0.70955 0.4 0.2 -0.3
C 0.10063 4.53176 0.47310 0.1 0.0 -0.1
C -0.15873 5.71305 1.14619 -0.1 -0.2 0.1
C 0.50292 6.87886 0.78650 0.1 0.1 -0.1
C 1.42489 6.87410 -0.24112 -0.1 0.1 0.1
C 1.69926 5.69916 -0.92224 0.0 -0.1 -0.1
C 1.04662 4.52918 -0.57205 -0.1 0.2 0.1
N 1.26856 3.29940 -1.19650 -0.5 -0.2 0.5
C 2.07174 2.98950 -2.23382 -0.1 -0.6 0.1
O 2.76626 3.75529 -2.86258 0.2 0.0 -0.2
C 2.03609 1.49585 -2.58678 0.3 0.2 -0.6
H 3.06300 1.11784 -2.60923 -0.2 0.1 0.0
H 1.60357 1.36869 -3.58601 0.1 0.1 0.2
O 1.28604 0.74671 -1.63576 0.2 0.3 0.3
C 0.46676 -0.20002 -2.08673 -0.4 -0.3 -0.3
O 0.30389 -0.47650 -3.24325 0.1 0.1 0.1
C -0.29156 -0.88593 -0.94689 0.2 0.1 0.1
N -0.43402 -2.27729 -1.32287 0.1 0.5 0.1
C 0.64953 -3.05828 -1.65927 -0.3 -0.3 -0.1
O 1.79097 -2.68204 -1.62979 0.3 0.1 0.0
C 0.13522 -4.43830 -2.02273 0.2 -0.2 -0.1
C -1.38688 -4.33846 -1.88955 -0.3 -0.2 0.0
C -1.64835 -2.90770 -1.45967 0.0 -0.2 -0.2
O -2.71091 -2.38863 -1.23876 -0.3 0.0 0.0
H -1.89738 -4.50979 -2.84049 0.0 0.1 0.0
C -1.97924 -5.28371 -0.82610 0.0 0.1 -0.1
C -1.14030 -5.24065 0.41296 -0.1 0.0 0.1
C 0.17614 -5.32725 0.29736 0.1 -0.1 0.0
C 0.77472 -5.46488 -1.06791 0.0 0.1 -0.1
H 1.85266 -5.30469 -1.04878 0.0 -0.1 -0.1
H 0.58246 -6.47079 -1.45270 0.1 0.0 0.0
H 0.83571 -5.29582 1.15017 0.0 0.0 0.2
H -1.63258 -5.13348 1.36656 0.0 0.0 0.2
H -3.00736 -4.98490 -0.62194 0.0 -0.1 -0.1
H -1.98894 -6.30153 -1.22696 -0.1 0.0 0.0
H 0.44732 -4.66117 -3.04593 0.0 0.1 0.0
C 0.38348 -0.72541 0.41792 -0.1 -0.4 0.1
H 0.36499 0.33186 0.68699 0.0 0.1 0.0
H 1.42600 -1.03314 0.32030 0.0 0.1 0.0
C -0.27835 -1.54740 1.53111 0.1 0.3 0.1
C -1.71278 -1.09816 1.79858 0.2 -0.3 -0.1
H -2.12304 -1.64745 2.64298 -0.1 0.0 0.1
H -1.73953 -0.03734 2.03919 0.0 0.2 0.1
H -2.35331 -1.28150 0.94018 -0.1 0.0 -0.1
C 0.55829 -1.42814 2.80381 -0.1 -0.2 -0.3
H 1.57631 -1.76771 2.62854 0.2 0.0 0.0
H 0.12820 -2.03112 3.59987 0.0 0.0 0.1
H 0.59472 -0.39407 3.14020 0.0 0.2 0.1
H -0.29282 -2.60103 1.22998 0.0 0.1 0.0
H -1.30863 -0.47230 -0.93078 0.2 0.0 -0.1
H 0.74807 2.53852 -0.77584 0.2 0.1 -0.2
H 2.41538 5.67670 -1.72640 0.0 0.0 0.0
H 1.93629 7.78282 -0.51719 0.1 0.1 0.0
H 0.28724 7.79114 1.32165 0.0 0.1 0.0
H -0.87564 5.74731 1.95125 -0.1 -0.1 0.1
H -1.96804 2.26918 1.54724 0.0 0.2 0.0
H -2.12329 4.01708 1.79450 0.0 -0.1 -0.1
H -0.13886 3.93161 3.36382 0.0 0.1 0.1
H -1.45213 2.87794 3.90958 -0.1 0.0 0.1
H -0.03327 2.19115 3.10624 0.0 -0.1 0.0
```
Forces are in eV/Å.

Its structure (SMILES) is CCOc1ccccc1NC(=O)COC(=O)[C@H](CC(C)C)N1C(=O)[C@H]2CC=CC[C@H]2C1=O. Its frontier orbital gap is 8.95 eV. Its spin multiplicity is 1. The value obtained for the energy relative to the best compared isomer or geometry (same formula, charge and spin) is 0.1904 eV. The value obtained for the largest force on an atom is 0.72 eV/Å.

A structure of composition C14H14N2OS in a non-equilibrium geometry. Source: OMol25; level of theory: wB97M-V/def2-TZVPD.

```
32
Properties=species:S:1:pos:R:3:forces:R:3
C -1.77441 -2.16071 0.42955 -3.1 -0.1 -15.7
C -2.22707 -0.83211 -0.02205 -6.9 -3.1 -0.9
C -3.48423 -0.52515 -0.52175 -3.6 -9.1 1.4
C -4.04221 0.64558 -0.84981 -7.0 -3.4 -2.5
C -3.25193 1.58200 -0.82728 6.2 8.9 2.6
C -2.03373 1.47050 -0.13636 -0.2 -0.2 -0.8
N -1.09969 2.29541 0.20775 -3.3 6.6 -2.9
C 0.01313 1.72440 0.38528 0.3 -2.1 2.5
C -0.34199 0.38945 0.48195 6.1 1.8 0.4
N -1.53172 0.21336 0.12412 -0.8 3.1 -0.8
H 0.22643 -0.27306 0.93152 2.5 -3.7 1.6
C 1.21819 2.44995 0.73672 4.2 -2.4 1.4
H 1.88947 1.63043 1.49696 -2.0 2.8 -1.8
H 1.16920 3.47339 1.17544 -0.4 -1.1 -0.4
S 2.41761 2.44299 -0.75767 -0.2 -1.0 2.1
C 3.54719 1.05811 -0.17824 1.3 0.4 -5.9
C 3.02835 -0.40980 -0.20308 1.5 8.3 -1.8
C 2.77634 -1.16570 0.86959 4.4 5.8 2.9
C 2.26746 -2.14327 0.18762 -3.6 -11.8 11.6
C 1.96154 -1.94078 -0.95473 -3.3 0.2 -12.8
O 2.44577 -0.78858 -1.47683 1.9 0.5 5.1
H 1.43275 -2.46283 -1.71092 -0.4 -1.0 -0.1
H 1.86225 -3.01945 0.83705 0.6 0.9 -1.8
H 3.04962 -0.91147 1.97978 -0.6 -0.9 -2.6
H 4.31381 1.33512 -1.37945 -1.7 -1.4 3.7
H 4.21501 1.32647 0.62263 -0.1 0.0 0.4
H -3.57334 2.57743 -0.92043 -0.2 1.4 -0.7
H -5.06549 0.96177 -1.22827 1.0 -1.7 0.6
H -4.38198 -1.49587 -0.51141 3.2 2.6 -0.1
H -2.52325 -2.97779 0.22057 0.7 1.1 -0.2
H -0.91314 -2.25699 -0.28366 -0.1 -0.9 1.1
H -1.58992 -2.21279 1.27539 3.8 -0.6 14.2
```
Forces are in eV/Å.

Its frontier orbital gap is 8.42 eV. Its spin multiplicity is 1. The value obtained for the energy relative to the best compared isomer or geometry (same formula, charge and spin) is 11.5303 eV. The value obtained for the largest force on an atom is 16.93 eV/Å.

The molecule C5H6O2 in a non-equilibrium geometry. Source: OMol25; level of theory: wB97M-V/def2-TZVPD.

```
13
Properties=species:S:1:pos:R:3:forces:R:3
O 1.64515 1.10822 -1.00723 0.0 0.1 0.1
C 1.68282 -0.08356 -0.25051 0.2 -0.4 0.0
C 0.36277 -0.42975 0.38719 -0.6 0.5 -1.0
C -0.68803 0.48238 0.84275 -0.5 0.7 -0.3
C -1.76798 -0.54600 1.02322 0.0 -0.1 -0.1
C -0.83635 -0.80306 -0.17786 1.0 -1.7 -0.1
O -0.94539 1.55888 0.28631 0.5 1.4 1.6
H 1.35368 1.83450 -0.43769 -0.2 -0.2 -0.2
H 2.47149 -0.04139 0.51488 -0.2 0.0 -0.1
H 1.95352 -0.87478 -0.95205 0.0 0.0 0.1
H -2.76454 -0.10649 0.97019 0.1 -0.4 -0.6
H -1.66461 -1.37648 1.71766 0.0 0.4 0.2
H -1.01733 -0.81254 -1.24889 -0.3 -0.4 0.1
```
Forces are in eV/Å.

Its frontier orbital gap is 9.33 eV. Its spin multiplicity is 1. The value obtained for the energy relative to the best compared isomer or geometry (same formula, charge and spin) is 4.0607 eV. The value obtained for the largest force on an atom is 2.22 eV/Å.

A structure of composition C46H51BrCaGeN4O3S4 in a non-equilibrium geometry. Source: OMol25; level of theory: wB97M-V/def2-TZVPD.

```
111
Properties=species:S:1:pos:R:3:forces:R:3
Ca -0.32608 -1.54147 0.43496 1.6 -0.2 -2.0
C -5.42728 4.76743 0.04186 -0.3 0.0 -0.1
C -3.99138 4.80463 0.60986 0.0 0.0 0.1
C -3.24168 6.02983 0.04186 0.1 0.3 -0.1
C -4.09948 4.99193 2.14296 0.1 -0.1 0.1
C -3.24438 3.51133 0.21026 0.1 -0.1 0.1
C -2.72518 2.61243 1.15766 0.1 -0.2 -0.4
C -2.05608 1.45393 0.76416 -0.2 0.3 -0.1
Br -1.35568 0.24123 2.18216 0.0 3.9 -2.2
C -1.87548 1.14123 -0.61394 2.3 -4.1 -1.5
O -1.19618 -0.03497 -1.03604 -2.6 4.2 2.6
C -2.39348 2.03813 -1.59954 -0.5 0.9 0.3
C -3.06568 3.20203 -1.15334 0.6 -1.0 0.6
C -2.27068 1.82543 -3.13974 0.1 -0.3 -0.1
C -1.52638 0.53683 -3.56364 0.2 -0.4 0.0
C -3.68578 1.74993 -3.75994 -0.4 0.1 -0.1
C -1.49818 3.01353 -3.75994 0.1 0.3 0.0
H -5.98278 5.69023 0.31696 0.3 -0.4 -0.1
H -5.98048 3.89293 0.44786 0.3 0.5 -0.3
H -5.43138 4.69663 -1.06534 0.0 0.0 0.6
H -3.76338 6.97213 0.31696 0.2 -0.4 -0.1
H -3.17828 5.99793 -1.06534 0.0 -0.1 0.6
H -2.20768 6.07203 0.44776 -0.6 0.0 -0.3
H -4.64208 5.93113 2.38716 0.3 -0.5 -0.2
H -3.09168 5.05843 2.60696 -0.6 -0.1 -0.2
H -4.66078 4.15213 2.60696 0.4 0.4 -0.2
H -2.82468 2.78463 2.21846 -0.1 0.2 0.1
H -3.46228 3.88863 -1.88354 -0.1 0.1 -0.2
H -2.05538 -0.37007 -3.19864 0.6 0.6 -0.1
H -0.47648 0.54193 -3.19864 -0.8 -0.3 -0.1
H -1.48008 0.45673 -4.67114 -0.2 0.3 0.3
H -4.24938 0.89403 -3.32954 0.3 0.5 -0.3
H -3.62718 1.61023 -4.86134 0.1 0.0 0.6
H -4.27208 2.67403 -3.58124 0.2 -0.4 0.0
H -0.47518 3.07403 -3.32954 -0.6 0.0 -0.2
H -2.00568 3.98313 -3.58124 0.2 -0.4 0.0
H -1.40648 2.89293 -4.86144 0.0 0.0 0.6
O -0.01528 -1.34357 3.62526 -0.9 0.7 2.2
C 1.13532 -1.48537 3.24436 0.5 -0.2 -4.7
O 1.38832 -1.54147 1.92126 0.5 -0.1 4.4
C 2.23422 -1.65237 4.26126 0.9 -0.5 0.2
C 3.62902 -1.81007 3.64596 0.0 -0.3 0.3
Ge 4.44272 -0.18157 2.86876 -0.9 -0.7 -0.6
C 5.83422 -1.01747 1.77246 0.9 0.2 0.1
C 7.21562 -0.81067 1.92746 -0.3 -0.9 -1.0
C 8.13042 -1.46057 1.09166 -0.4 -0.1 -0.1
C 7.68042 -2.32517 0.09346 -0.2 0.2 0.3
C 6.31302 -2.54337 -0.06994 0.1 0.3 0.4
C 5.39792 -1.89587 0.76376 0.4 0.0 0.1
C 3.33412 0.81303 1.61066 -0.1 0.3 -0.3
C 3.76462 1.00083 0.28566 -0.7 0.4 0.3
C 2.98142 1.72253 -0.62004 -0.2 0.0 0.5
C 1.76212 2.26653 -0.21314 0.4 -0.2 0.2
C 1.32632 2.09093 1.10116 0.5 -0.1 0.0
C 2.10822 1.37073 2.00916 0.3 0.3 -1.0
C 4.84822 1.07963 4.32346 0.6 0.1 0.2
C 3.79492 1.58973 5.10526 0.8 0.3 0.3
C 4.03912 2.48943 6.14696 0.3 -0.2 -0.3
C 5.34142 2.89823 6.42646 0.0 -0.2 -0.2
C 6.39822 2.40813 5.66176 -0.4 -0.1 -0.1
C 6.15432 1.50803 4.61926 -0.9 0.6 0.8
H 2.00002 -2.57907 4.82806 -0.1 0.5 -0.2
H 2.23482 -0.81697 4.98366 -0.3 -0.3 -0.2
H 3.59122 -2.61897 2.88686 0.1 0.6 0.3
H 4.33292 -2.13737 4.43986 -0.2 0.1 -0.3
H 7.61592 -0.16677 2.67496 0.1 0.4 0.5
H 9.19232 -1.29357 1.21986 0.1 0.0 0.0
H 8.39062 -2.82627 -0.55134 0.0 0.0 0.0
H 5.96052 -3.21417 -0.84284 -0.1 0.0 0.0
H 4.34062 -2.07757 0.61826 -0.2 0.1 0.0
H 4.70722 0.60023 -0.05574 0.1 -0.1 0.0
H 3.32212 1.86203 -1.63794 0.0 -0.1 0.0
H 1.15662 2.82533 -0.91494 -0.1 -0.1 0.0
H 0.38122 2.51303 1.41776 0.0 0.0 0.0
H 1.74332 1.24823 3.01406 -0.1 -0.1 0.2
H 2.77652 1.30273 4.92386 -0.2 -0.1 -0.2
H 3.21572 2.86993 6.73766 0.0 0.0 0.0
H 5.53142 3.59513 7.23266 0.0 0.0 0.0
H 7.41052 2.72693 5.87516 0.0 0.0 0.0
H 6.99762 1.17233 4.06446 0.4 -0.3 -0.4
S -1.35568 -3.32417 2.21766 -0.4 -1.5 0.4
C -2.73338 -2.43797 2.36836 -1.0 0.2 0.6
N -2.94578 -1.43307 3.28476 -1.1 -2.9 -0.2
C -4.26168 -0.86337 3.14716 0.3 0.4 0.6
C -4.88938 -1.64287 1.99246 -0.5 -0.2 -0.7
N -3.86628 -2.57747 1.59896 1.3 0.2 1.0
H -2.24278 -1.15747 3.95936 -0.2 -0.4 -0.3
H -4.16898 0.20373 2.92656 -0.2 0.1 -0.1
H -4.80908 -0.99667 4.08446 -0.2 0.2 -0.1
H -5.13348 -1.00047 1.14186 -0.2 0.1 0.2
H -5.78088 -2.19617 2.30056 -0.1 0.2 0.0
H -3.93538 -3.26097 0.85516 0.3 0.3 0.1
S -3.28398 -7.96527 -4.07844 0.1 0.2 -0.4
C -2.60318 -6.49657 -3.64704 0.3 0.5 -0.7
S -2.62068 -6.01727 -1.94914 0.1 -0.2 -1.3
C -1.81278 -4.55547 -2.39754 0.9 2.0 0.9
N -1.54418 -4.40627 -3.65014 -0.1 -0.5 -0.9
N -1.97898 -5.49337 -4.39534 -0.7 -1.2 0.8
C -1.70528 -5.38257 -5.80244 0.1 0.0 -0.4
C -2.04078 -6.34997 -6.75734 -0.1 -0.4 -0.4
C -1.74378 -6.17817 -8.11924 0.1 0.4 0.6
C -1.10028 -5.02917 -8.56244 0.0 -0.1 -0.2
C -0.75278 -4.05017 -7.64294 -0.3 -0.4 0.6
C -1.05218 -4.22827 -6.28694 0.2 0.5 0.2
S -1.34778 -3.31057 -1.33414 -0.9 -0.9 -0.2
H -2.54038 -7.27167 -6.49954 0.0 0.1 0.4
H -2.02108 -6.95317 -8.82904 0.0 0.1 0.2
H -0.87138 -4.89807 -9.61544 0.0 0.0 0.0
H -0.24888 -3.14327 -7.96484 -0.1 -0.1 0.1
H -0.76158 -3.43437 -5.59894 -0.2 -0.4 0.0
H 1.26492 -1.54147 -0.94434 0.5 -0.1 -0.1
```
Forces are in eV/Å.

Its frontier orbital gap is 4.13 eV. Its spin multiplicity is 1. Its charge is -2. The value obtained for the largest force on an atom is 5.59 eV/Å.

Total energy across the listed records, respectively: -28560.119 -40642.117 -30596.838 -9373.035 -248972.498 eV.